Density functional theory data (wB97M-V/def2-TZVPD) for a structure of composition C46H51As2Br5N5O2STl.

```
113
C46H51As2Br5N5O2STl, DFT wB97M-V/def2-TZVPD
Tl 0.01265 0.00410 1.53031
N 1.32308 -2.77210 2.96226
C 2.57797 -2.58287 3.69508
C 2.89581 -1.10697 3.89285
N 3.04061 -0.34269 2.66392
C 4.37213 -0.30992 2.07214
C 4.47763 -1.18205 0.81476
N 3.44338 -0.88000 -0.18171
H 0.56778 -2.21254 3.35797
H 1.02519 -3.73868 3.00903
H 3.38529 -3.06841 3.13257
H 2.56230 -3.03719 4.69577
H 3.80524 -1.04213 4.51191
H 2.07302 -0.65787 4.45356
H 2.68927 0.59273 2.81319
H 5.12982 -0.61897 2.80995
H 4.59604 0.71418 1.76321
H 4.41063 -2.24406 1.07348
H 5.45803 -1.01450 0.35892
H 2.54574 -1.04507 0.27033
H 3.44598 0.13140 -0.32764
Br -4.24384 -0.40618 7.52448
C -2.74126 -0.06484 6.41217
C -1.82714 0.91512 6.74198
Br -2.01502 1.91646 8.34643
C -0.74935 1.16785 5.86980
Br 0.53094 2.52569 6.25151
C -0.54607 0.48376 4.66244
O 0.42384 0.75276 3.85379
C -1.47977 -0.60212 4.35067
O -1.28681 -1.32259 3.29952
C -2.55326 -0.80038 5.22692
Br -3.76460 -2.18248 4.72075
S 3.15360 2.64092 0.12933
C 2.93641 3.42661 -1.40586
C 3.70251 4.56632 -1.74555
C 3.56753 5.20646 -2.96315
C 2.65938 4.74339 -3.91313
C 1.89270 3.63101 -3.60498
C 2.00997 2.97722 -2.38120
As 0.88672 1.43578 -1.92285
C -0.86339 2.28383 -2.23806
C -1.04642 3.65982 -2.11951
C -2.30813 4.22558 -2.26985
C -3.41101 3.42271 -2.52736
C -3.24688 2.04472 -2.61932
C -1.98611 1.48516 -2.47095
C 1.03999 0.49670 -3.66494
C 0.32576 0.79533 -4.82478
C 0.55465 0.09628 -6.00398
C 1.50313 -0.91758 -6.04272
C 2.20796 -1.23665 -4.88972
C 1.97276 -0.54063 -3.71046
H 4.41165 4.92917 -1.01230
H 4.18138 6.07535 -3.18225
H 2.55042 5.23964 -4.87051
H 1.18083 3.26688 -4.33719
H -0.19285 4.29256 -1.90260
H -2.42776 5.29969 -2.17731
H -4.39357 3.86386 -2.65098
H -4.10370 1.40564 -2.80073
H -1.87318 0.40849 -2.52720
H -0.43170 1.56959 -4.81096
H -0.00872 0.34760 -6.89596
H 1.68497 -1.45997 -6.96344
H 2.94004 -2.03622 -4.90379
H 2.50823 -0.81739 -2.80541
Br -6.49413 -3.32119 -1.39200
C -5.32605 -1.96830 -0.73456
C -3.95749 -2.17498 -0.77531
C -3.11375 -1.18349 -0.30549
C -3.62384 0.01797 0.18226
C -5.00621 0.18434 0.24955
C -5.86188 -0.80464 -0.21167
N -2.69618 0.96726 0.63576
C -2.92627 2.20529 0.57919
C -1.95839 3.18632 1.10199
C -2.23665 4.54158 1.02406
C -1.29973 5.44117 1.51565
C -0.13465 4.95147 2.07358
C 0.05176 3.57108 2.12289
N -0.83439 2.71501 1.63855
H -3.55595 -3.10808 -1.14958
H -2.03937 -1.32674 -0.30298
H -5.42117 1.07120 0.71194
H -6.93430 -0.67570 -0.15529
H -3.82616 2.62041 0.10873
H -3.16067 4.87969 0.57003
H -1.47858 6.50799 1.45495
H 0.62757 5.61162 2.46448
H 0.93622 3.13752 2.57230
C -1.46862 -4.28795 1.47076
C -0.86461 -4.50813 0.07779
As 0.57201 -3.20857 -0.35151
C 0.34460 -3.22424 -2.31720
C -0.79745 -2.30244 -2.74146
C 2.19596 -4.33428 -0.30755
C 2.12759 -5.72814 -0.92144
H -0.81757 -4.69338 2.24830
H -2.43572 -4.78951 1.56615
H -1.61859 -3.23071 1.70465
H -1.62682 -4.35893 -0.69364
H -0.51507 -5.53634 -0.02922
H 0.19707 -4.23498 -2.70413
H 1.28528 -2.84230 -2.72130
H -1.77617 -2.72578 -2.49561
H -0.77913 -2.10958 -3.81758
H -0.71622 -1.34071 -2.22878
H 2.50848 -4.38916 0.73847
H 2.94127 -3.72025 -0.81853
H 1.40662 -6.36438 -0.40483
H 3.10059 -6.22501 -0.85964
H 1.84435 -5.68935 -1.97536
```

Results
Molar mass ... 1491.76 g mol⁻¹
Total charge ... -2
E_HOMO ... -1.648 eV

Density functional theory data (wB97M-V/def2-TZVPD) for the ion C5H10NO2 with charge +1.

```
18
C5H10NO2, DFT wB97M-V/def2-TZVPD
C -0.12899 1.00281 0.44039
C 1.26753 1.39321 0.08123
C 0.10778 -1.02380 -0.75209
C 1.11118 -0.33110 -1.59801
C -1.67379 -0.87512 1.02222
N -0.26013 -0.48493 0.57995
O 1.83368 0.66709 -0.98635
O -0.22720 -0.22051 -1.86672
H -0.55573 1.60067 1.35378
H -0.78529 1.19222 -0.50492
H 1.14764 2.48511 -0.26828
H 1.91598 1.20737 0.88378
H -0.00234 -2.02893 -0.98489
H 1.72854 -0.99730 -2.16229
H -2.19192 -1.67440 0.39729
H -1.54707 -1.19551 2.06170
H -2.21579 0.17729 0.97037
H 0.47592 -0.89416 1.33284
```

Results
SMILES ... C[N@@H+]1CCO[C@@H]2O[C@@H]21
Molar mass ... 116.14 g mol⁻¹
Total charge ... +1
E_HOMO ... -14.385 eV

Density functional theory data (wB97M-V/def2-TZVPD) for a cluster of 3 separate species, C3H10N4 in total.

```
17
C3H10N4, DFT wB97M-V/def2-TZVPD
C 0.75345 -1.51556 0.17196
C 0.46340 0.14957 1.86262
N -0.08266 -0.47303 0.69382
N -1.26867 0.92828 -0.75433
C 0.00028 1.06753 -0.86212
N -1.97372 -0.07206 -1.30870
N 1.11486 1.56008 -0.94068
H -0.98773 2.03774 -1.83012
H -2.96412 0.10771 -1.26716
H -1.63616 -0.45134 -2.18425
H 1.80883 1.19184 -0.28952
H 0.81817 -2.35375 0.88641
H 1.80005 -1.21008 -0.03654
H 0.31643 -1.90976 -0.75127
H 0.44495 -0.54607 2.71908
H -0.13253 1.02198 2.13874
H 1.52516 0.46694 1.75207
```

Results
Molar mass ... 102.14 g mol⁻¹
Total charge ... 0
E_HOMO (spin up / spin down) ... -6.724 / -7.233 eV

Density functional theory data (wB97M-V/def2-TZVPD) for an isolated molecule of C7H10O3S.

```
21
C7H10O3S, DFT wB97M-V/def2-TZVPD
C -1.21063 0.49713 -2.17347
C -1.25651 -1.94330 0.94013
C -0.54349 0.84074 -1.09224
C -0.88575 -0.66993 0.88587
C 2.27935 1.17323 -0.12164
C 0.12623 -0.10996 -0.12365
C 1.17206 0.63947 0.72201
O 3.84913 3.35316 -0.61922
O 1.71623 3.75075 0.57222
O 1.61353 -0.10759 1.78206
S 2.75895 2.81672 0.22877
H -1.52683 1.21855 -2.84729
H -1.51901 -0.49166 -2.31514
H -1.79201 -2.21376 1.80119
H -0.96489 -2.79725 0.38644
H 0.07726 1.77394 -1.08593
H -1.26009 0.02968 1.50204
H 3.17060 0.54617 -0.45878
H 0.59813 -1.01872 -0.70820
H 0.53505 1.51875 1.10576
H 1.10732 -0.92922 1.90068
```

Results
SMILES ... C=CC(C=C)[C@@H](O)C=S(=O)=O
Molar mass ... 174.22 g mol⁻¹
Total charge ... 0
E_HOMO (spin up / spin down) ... -9.676 / -9.677 eV

Density functional theory data (wB97M-V/def2-TZVPD) for a structure of composition C30H21F6N6O8S3Ta.

```
75
C30H21F6N6O8S3Ta, DFT wB97M-V/def2-TZVPD
Ta -1.03983 0.06711 -0.36056
C 5.52482 1.60006 3.93651
C 4.26959 0.97877 3.39945
C 3.28758 0.51255 4.27744
C 2.12985 -0.07782 3.81110
C 1.94171 -0.18717 2.43254
C 2.90301 0.26436 1.53619
C 4.06176 0.83892 2.02810
S 0.46217 -0.91015 1.87038
O 0.12284 -2.02870 2.67432
O -0.59375 0.16083 1.75523
N 0.56513 -1.15375 0.29397
C 0.93833 -2.39357 -0.27733
C 2.01516 -3.16166 0.05722
C 2.19891 -4.41050 -0.57864
C 1.30326 -4.86659 -1.50244
C 0.17223 -4.08417 -1.84465
C -0.85126 -4.50772 -2.71938
C -1.93975 -3.70731 -2.92330
C -2.00137 -2.45648 -2.29331
N -1.04407 -2.00153 -1.50357
C 0.01667 -2.82570 -1.24316
H 6.03906 0.90753 4.60363
H 5.29101 2.49233 4.51904
H 6.20960 1.87838 3.13838
H 3.44580 0.59964 5.34502
H 1.38526 -0.46290 4.49550
H 2.75884 0.14250 0.46933
H 4.82709 1.17084 1.33751
H 2.70930 -2.82704 0.81785
H 3.05375 -5.01489 -0.30969
H 1.43277 -5.83397 -1.96910
H -0.77464 -5.47617 -3.19837
H -2.75981 -4.01484 -3.55570
H -2.85460 -1.80400 -2.43694
C 1.41009 3.59584 1.17219
C 0.44525 2.59372 1.02694
N 0.34607 1.86187 -0.07592
C 1.17726 2.15523 -1.11072
C 2.18232 3.11722 -1.04668
C 2.29680 3.84146 0.15715
C 2.98691 3.35395 -2.21236
C 2.72507 2.72365 -3.37944
C 1.63125 1.80088 -3.48548
C 1.19696 1.22540 -4.69395
C 0.06433 0.44926 -4.70555
C -0.60482 0.19343 -3.50893
N -0.17957 0.66554 -2.34034
C 0.90022 1.49299 -2.34089
H 1.43288 4.15355 2.09741
H -0.25323 2.37848 1.82133
H 3.06052 4.60326 0.25360
H 3.78779 4.07862 -2.14294
H 3.31205 2.93393 -4.26383
H 1.73599 1.43521 -5.60981
H -0.32605 0.03594 -5.62419
H -1.51129 -0.38816 -3.50004
F -5.21290 -0.80411 3.18827
C -3.94922 -0.92090 2.85508
F -3.29456 0.20091 3.10322
F -3.38550 -1.92853 3.48415
S -3.84676 -1.29103 1.03294
O -2.42753 -1.42003 0.72435
O -4.70318 -2.37933 0.77013
N -4.33551 0.11587 0.27684
S -5.99979 0.52232 -0.04268
O -6.08251 0.83072 -1.42005
O -6.76663 -0.44805 0.64138
C -6.08477 2.11575 0.92027
F -5.78025 1.86055 2.18206
F -5.23468 2.99585 0.42449
F -7.32025 2.55061 0.81518
O -2.40472 1.28796 0.36417
N -3.43990 0.91643 -0.48786
O -2.75457 0.08655 -1.40203
```

Results
Molar mass ... 984.67 g mol⁻¹
Total charge ... +2
E_HOMO ... -14.218 eV

Density functional theory data (wB97M-V/def2-TZVPD) for an isolated molecule of C6H10O.

```
17
C6H10O, DFT wB97M-V/def2-TZVPD
O 2.53622 -0.26519 2.11848
C 2.57788 -0.63145 0.96801
C 1.52756 -0.30760 -0.06419
C 0.28309 0.34594 0.52701
C -0.77413 0.63387 -0.51453
C -1.69067 -0.46693 -0.97176
C -2.22232 0.65414 -0.12189
H 3.43060 -1.24704 0.60681
H 2.00147 0.34405 -0.81517
H 1.27451 -1.23157 -0.60362
H 0.56808 1.26678 1.04868
H -0.13223 -0.31827 1.29626
H -0.47782 1.35193 -1.27906
H -1.98309 -0.50222 -2.01745
H -1.57734 -1.44433 -0.50720
H -2.87817 1.38541 -0.58537
H -2.46364 0.43247 0.91500
```

Results
SMILES ... O=CCCC1CC1
Molar mass ... 98.14 g mol⁻¹
Total charge ... 0
E_HOMO ... -9.757 eV

Density functional theory data (wB97M-V/def2-TZVPD) for a structure of composition C17H25FN2O10S.

```
56
C17H25FN2O10S, DFT wB97M-V/def2-TZVPD
C -6.34042 -1.40738 -2.31576
C -6.11607 -2.08049 -0.96339
O -4.97212 -2.95218 -1.02545
C -4.23649 -2.97602 0.12220
C -4.71844 -3.51071 1.27253
C -3.90810 -3.48687 2.44281
N -4.22290 -3.94422 3.65390
S -2.92747 -3.63709 4.57472
N -1.95731 -2.94799 3.51692
C -2.60324 -2.90491 2.35009
C -2.10079 -2.37050 1.13855
C -2.91376 -2.41722 0.06056
F -2.49581 -1.93881 -1.11635
H -5.46415 -1.54188 -2.94639
H -6.49475 -0.33995 -2.17037
H -7.21484 -1.82538 -2.80926
H -5.95097 -1.32638 -0.19130
H -6.99477 -2.65062 -0.65425
H -5.70439 -3.95368 1.28905
H -1.11597 -1.92966 1.08189
C -0.06002 -1.28294 -2.42631
O 1.26088 -0.88722 -2.02727
C 1.51722 0.40714 -2.18184
O 0.75554 1.23473 -2.61269
O 2.76515 0.64006 -1.77196
C 3.16456 2.00662 -1.89250
H -0.12989 -2.34978 -2.24211
H -0.79996 -0.75714 -1.84005
H -0.21006 -1.08631 -3.48672
H 2.52891 2.64150 -1.28329
H 3.13601 2.32857 -2.93197
H 4.18523 2.06860 -1.52713
C 4.30318 -2.50826 1.42763
O 3.83319 -2.43061 2.77648
C 2.83462 -3.26711 3.05638
O 2.33046 -4.04411 2.28806
O 2.48501 -3.08925 4.32938
C 1.40855 -3.92699 4.75953
H 5.10593 -1.78174 1.34414
H 4.68764 -3.50330 1.21208
H 3.50899 -2.25482 0.72780
H 1.68237 -4.97800 4.68515
H 0.51422 -3.72577 4.17316
H 1.21963 -3.67869 5.80026
C 1.45259 5.35278 -1.72158
O 2.76722 5.73562 -1.30959
C 3.03863 7.03035 -1.47001
O 2.28940 7.85861 -1.91525
O 4.28515 7.24812 -1.05148
C 4.71287 8.60739 -1.16690
H 1.36615 4.28793 -1.53986
H 0.69280 5.87619 -1.14451
H 1.30887 5.54381 -2.78322
H 4.08492 9.25989 -0.56348
H 4.69427 8.92877 -2.20641
H 5.73252 8.63731 -0.79459
```

Results
Molar mass ... 468.46 g mol⁻¹
Total charge ... 0
E_HOMO ... -9.302 eV

Density functional theory data (wB97M-V/def2-TZVPD) for a cluster of 13 separate species, C23H66BF9N24O16PSSi in total.

```
142
C23H66BF9N24O16PSSi, DFT wB97M-V/def2-TZVPD
C 1.12531 -2.67219 6.70812
P 1.23910 -3.39971 5.03709
C 1.11629 -5.23716 5.19035
C -0.19218 -2.77130 4.02202
O -1.27416 -2.20764 4.71053
B -1.12663 -0.72955 4.48766
Si -2.56756 0.53701 5.05166
C -3.31207 -0.15550 6.67244
C -3.94932 0.75595 3.78053
C -1.77234 2.20392 5.48971
O -0.68874 -0.70758 3.03560
C 0.34604 -1.56352 3.11459
S 0.81710 -2.25237 1.48530
O -0.13853 -1.94462 0.45813
O 1.07931 -3.66018 1.63964
C 2.51686 -1.60251 1.00751
F 3.08984 -2.61079 0.30372
F 3.24419 -1.43507 2.13668
C 2.62060 -0.32036 0.12709
F 3.74353 -0.47138 -0.63760
F 1.59428 -0.19496 -0.72042
C 2.84802 1.03190 0.86887
F 4.06091 1.05208 1.45477
F 2.86754 1.97267 -0.11758
C 1.75831 1.49597 1.88121
F 1.83828 2.84779 1.94089
F 2.03791 1.01977 3.09393
F 0.54034 1.16255 1.48007
H 0.30759 -3.06218 7.31224
H 1.04647 -1.59501 6.64965
H 2.04625 -2.91534 7.23216
H 1.90025 -5.67910 4.59177
H 1.28503 -5.52442 6.22464
H 0.14302 -5.58238 4.85512
H -0.61224 -3.60676 3.46365
H -0.11477 -0.35447 5.12414
H -2.66167 -0.92534 7.07689
H -4.27865 -0.60507 6.45641
H -3.44493 0.61276 7.43184
H -4.49843 -0.17489 3.65433
H -4.68327 1.49089 4.09958
H -3.57448 1.03704 2.80436
H -0.96453 2.01396 6.19186
H -1.31521 2.66489 4.61650
H -2.48554 2.89748 5.92867
H 1.23476 -1.21924 3.65215
C 2.65750 -3.47169 -3.50723
O 2.61968 -4.31391 -4.40876
N 3.83203 -2.94092 -3.07061
N 1.53260 -3.02144 -2.89569
H 3.89119 -2.25784 -2.33771
H 4.67529 -3.24627 -3.51888
H 0.65806 -3.40745 -3.19658
H 1.53109 -2.34150 -2.15749
C -6.38904 2.59124 1.02536
O -5.88745 1.83468 1.83294
N -6.20569 3.95417 1.09001
N -7.18268 2.16603 -0.00981
H -6.60321 4.59830 0.43449
H -5.62988 4.30075 1.83316
H -7.32405 1.17426 -0.10932
H -7.60134 2.77625 -0.68778
C 6.65566 -4.63781 -0.13827
O 7.36142 -5.52409 -0.59010
N 7.08471 -3.78821 0.84663
N 5.38101 -4.41556 -0.57710
H 6.51747 -3.05934 1.23572
H 8.01404 -3.92326 1.19387
H 5.03048 -5.02345 -1.29224
H 4.78544 -3.69140 -0.22757
C 4.27776 3.34258 5.46670
O 3.32403 3.08038 6.17570
N 4.18470 3.59912 4.13196
N 5.56273 3.40396 5.95700
H 4.98800 3.81959 3.56768
H 3.27460 3.56435 3.71468
H 5.69174 3.21795 6.93210
H 6.35498 3.60938 5.37818
C -9.36258 -0.34907 1.39838
O -8.44279 -0.77391 0.72381
N -10.26809 -1.17477 2.00753
N -9.57089 0.99304 1.57783
H -11.02997 -0.84556 2.56719
H -10.13966 -2.16136 1.88676
H -8.89806 1.62466 1.16140
H -10.33525 1.36738 2.10735
C -8.10522 -1.37937 -3.52050
O -9.03918 -0.78761 -4.04107
N -7.26293 -2.18434 -4.24892
N -7.82053 -1.30284 -2.19149
H -6.48880 -2.67858 -3.84969
H -7.44202 -2.26496 -5.23030
H -8.40473 -0.72171 -1.61839
H -7.06218 -1.79166 -1.75554
C 5.57736 -7.11427 -5.22571
O 6.30946 -7.99917 -5.63904
N 5.96072 -6.23641 -4.24782
N 4.30766 -6.92392 -5.69103
H 5.35918 -5.51483 -3.90146
H 6.87915 -6.33969 -3.85906
H 3.97909 -7.55221 -6.39736
H 3.70014 -6.19618 -5.35432
C -10.19365 1.80087 -2.27443
O -8.98673 1.97585 -2.17984
N -10.96261 1.50992 -1.17953
N -10.84941 1.87860 -3.46662
H -11.95246 1.36321 -1.20576
H -10.45322 1.41458 -0.31575
H -10.29503 2.06703 -4.27998
H -11.83351 1.72866 -3.56783
C 7.71801 5.26111 2.63635
O 6.71703 4.58871 2.82648
N 8.22780 5.46314 1.38686
N 8.40051 5.86224 3.65638
H 9.04599 6.01032 1.20356
H 7.74613 5.03269 0.62041
H 8.04417 5.73873 4.58479
H 9.22232 6.41787 3.52065
C 3.83116 -1.35451 -7.01323
O 4.72911 -0.96963 -6.28321
N 2.98408 -2.36558 -6.66677
N 3.59770 -0.78897 -8.24402
H 2.24271 -2.69323 -7.25439
H 3.11542 -2.79918 -5.76728
H 4.19984 -0.03663 -8.52445
H 2.86321 -1.08282 -8.85750
C 0.86999 4.92403 -3.02565
O 0.10697 5.53774 -3.75542
N 1.82762 4.08325 -3.52075
N 0.83529 5.02616 -1.66505
H 2.46850 3.56426 -2.95108
H 1.88529 3.98541 -4.51590
H 0.14669 5.63413 -1.26560
H 1.45952 4.52888 -1.05833
C 3.05172 4.02155 -7.89917
O 4.07131 3.59648 -8.41124
N 2.08127 3.19552 -7.39758
N 2.78874 5.36046 -7.78038
H 1.23142 3.52661 -6.98072
H 2.24074 2.20705 -7.46298
H 3.47867 5.99408 -8.13443
H 1.95707 5.72847 -7.35836
```

Results
Molar mass ... 1207.85 g mol⁻¹
Total charge ... -1
E_HOMO ... -4.437 eV

Which value of molar mass does entry 8 give?
1207.85 g mol⁻¹